No. 1
{
  "formula": "C3H6Cl6",
  "method": "ωB97M-V/def2-TZVPD",
  "charge": 0,
  "lumo_ev": 0.592,
  "e_homo_ev": -10.92,
  "orbital_gap_ev": 11.51,
  "elements": ["Cl", "C", "Cl", "H", "H", "Cl", "C", "Cl", "H", "H", "Cl", "C", "Cl", "H", "H"],
  "coordinates": [[-3.2147, 1.6761, -0.8579], [-3.1306, 1.4387, -2.5928], [-1.5220, 0.9163, -3.1415], [-3.8504, 0.6757, -2.8654], [-3.3754, 2.3685, -3.0924], [1.5475, -3.3063, 3.0450], [1.1223, -1.6394, 3.5184], [1.2777, -1.4581, 5.2801], [1.7784, -0.9499, 3.0036], [0.1067, -1.4674, 3.1816], [1.8558, -0.7197, 0.2197], [1.7110, 0.4276, -1.1428], [3.1751, 0.4925, -2.1119], [0.8796, 0.1460, -1.7710], [1.6388, 1.3994, -0.6727]],
  "forces_ev_per_a": [[0.0, 0.1, 0.2], [-0.1, -0.1, -0.3], [-0.2, 0.1, 0.0], [0.1, -0.1, 0.0], [0.1, 0.1, 0.0], [0.0, 0.3, -0.1], [0.0, -0.5, 0.0], [-0.2, 0.2, -0.4], [0.2, 0.0, 0.2], [-0.1, 0.0, 0.3], [-0.1, -0.1, -0.3], [0.5, 0.1, 0.7], [0.2, -0.2, -0.3], [-0.1, 0.0, 0.1], [-0.5, 0.1, -0.2]]
}

No. 2
{
  "formula": "C3H6ClF",
  "method": "ωB97M-V/def2-TZVPD",
  "charge": 0,
  "lumo_ev": 0.910,
  "e_homo_ev": -10.88,
  "orbital_gap_ev": 11.79,
  "elements": ["C", "C", "F", "C", "Cl", "H", "H", "H", "H", "H", "H"],
  "coordinates": [[-0.7037, -0.7256, 1.2740], [-0.7271, -0.4206, -0.0531], [-2.0887, -0.4404, -0.7086], [0.0611, 0.9082, -0.0144], [1.7396, 0.3119, -0.3050], [0.3928, -0.4835, 1.7094], [-1.6318, 0.1323, 1.6581], [-1.2185, -1.7964, 1.3794], [0.0862, -1.0990, -0.6522], [0.0232, 1.5863, 1.1142], [-0.2084, 1.7500, -0.8845]],
  "forces_ev_per_a": [[-3.9, -1.5, 6.5], [1.8, 0.7, -6.6], [3.1, 0.3, 1.7], [-0.6, 4.8, -1.1], [0.4, 1.1, 0.2], [-3.0, -1.2, -0.5], [2.9, -2.6, -0.2], [1.6, 2.0, 0.7], [-3.1, 1.1, 0.7], [0.0, -2.4, -3.6], [0.7, -2.5, 2.2]]
}

No. 3
{
  "formula": "C3H6ClFO2",
  "method": "ωB97M-V/def2-TZVPD",
  "charge": 0,
  "lumo_ev": 0.677,
  "e_homo_ev": -10.39,
  "orbital_gap_ev": 11.07,
  "elements": ["O", "C", "C", "O", "C", "F", "Cl", "H", "H", "H", "H", "H", "H"],
  "coordinates": [[-2.1567, -0.8137, -0.4177], [-0.8484, -1.0502, 0.0210], [-0.0083, 0.1721, -0.4025], [-0.6735, 1.3758, 0.1076], [1.3963, 0.2625, 0.2153], [1.8905, 1.4955, -0.4281], [2.5291, -1.0294, -0.1537], [-2.4332, -0.0096, 0.1933], [-0.8128, -1.0269, 1.1749], [-0.4051, -1.9732, -0.2897], [0.0395, 0.1097, -1.4688], [0.2061, 2.1606, 0.1053], [1.2763, 0.3268, 1.3431]],
  "forces_ev_per_a": [[-1.0, 1.9, 1.9], [0.7, 2.1, 2.8], [0.0, -0.1, 1.5], [4.4, 2.2, -0.6], [-0.7, 0.8, -0.5], [0.0, -1.6, 1.6], [-0.3, 0.2, -0.1], [0.5, -2.3, -2.2], [-0.1, -0.4, -1.4], [-0.1, -0.5, -0.6], [0.2, 0.6, -0.9], [-4.2, -3.4, -0.2], [0.6, 0.5, -1.4]]
}

No. 4
{
  "formula": "C3H6ClFS",
  "method": "ωB97M-V/def2-TZVPD",
  "charge": 0,
  "lumo_ev": 0.698,
  "e_homo_ev": -8.83,
  "orbital_gap_ev": 9.53,
  "elements": ["C", "C", "S", "C", "F", "Cl", "H", "H", "H", "H", "H", "H"],
  "coordinates": [[1.3434, -0.4735, -0.1807], [-0.0402, 0.3303, -0.5032], [-0.3199, 1.8907, 0.2635], [-1.1365, -0.6303, 0.0154], [-0.6415, -0.5988, 1.3124], [-2.6679, 0.3247, -0.0367], [1.0214, -1.6085, -0.3658], [1.9917, -0.1562, -0.9179], [1.7874, -0.1920, 0.8350], [0.0850, 0.6795, -1.5929], [0.2522, 2.0642, 1.6880], [-1.6750, -1.6301, -0.5172]],
  "forces_ev_per_a": [[-2.9, -0.8, 1.2], [2.7, -1.6, -1.3], [1.7, 3.0, 2.5], [-1.8, 0.9, -1.2], [-1.8, -2.3, 0.4], [-1.1, -0.7, 0.2], [1.3, 2.3, 0.8], [1.7, 0.3, -1.5], [-0.9, -0.9, -1.4], [-1.0, -1.1, 1.4], [-0.9, -1.3, -2.9], [2.9, 2.1, 1.9]]
}

No. 5
{
  "formula": "C3H6ClN",
  "method": "ωB97M-V/def2-TZVPD",
  "charge": 0,
  "lumo_ev": [-0.208, -0.365],
  "e_homo_ev": [-8.09, -9.84],
  "orbital_gap_ev": [7.88, 9.48],
  "elements": ["C", "C", "C", "N", "Cl", "H", "H", "H", "H", "H", "H"],
  "coordinates": [[-1.2912, -1.3611, 0.2818], [-0.1233, -0.8117, 0.5334], [0.6767, -0.2089, -0.4427], [0.3042, 2.0822, 0.1198], [2.3960, -0.0446, -0.1768], [-1.6338, -1.9375, 1.0676], [-1.8960, -1.1433, -0.5845], [0.3092, -1.0917, 1.5489], [0.3502, 0.0708, -1.4785], [1.2501, 2.2399, -0.2249], [-0.3421, 2.2061, -0.6439]],
  "forces_ev_per_a": [[-1.0, 0.7, -0.9], [2.0, -1.1, 1.5], [0.7, 2.9, -0.8], [0.2, -1.2, 0.6], [-0.4, -0.5, -0.2], [-1.4, -1.1, 1.2], [0.0, -0.3, -0.2], [-0.1, 0.8, -1.6], [0.4, -0.8, 1.2], [-0.1, 0.2, -0.3], [-0.1, 0.3, -0.6]]
}

No. 6
{
  "formula": "C3H6ClN2",
  "method": "ωB97M-V/def2-TZVPD",
  "charge": 1,
  "lumo_ev": -4.372,
  "e_homo_ev": -15.16,
  "orbital_gap_ev": 10.79,
  "elements": ["Cl", "C", "C", "N", "C", "N", "H", "H", "H", "H", "H", "H"],
  "coordinates": [[0.7863, 1.9711, -1.6788], [0.8385, 0.9548, -0.2996], [0.6193, -0.5333, -0.7806], [-0.7018, -0.7118, -0.2187], [-1.1362, 0.3433, 0.4670], [-0.1647, 1.2257, 0.6419], [2.0094, 1.0848, 0.2296], [0.6799, -0.9770, -1.7819], [1.2908, -1.2373, -0.2489], [-1.3207, -1.4987, -0.5003], [-2.0164, 0.3349, 1.0234], [-0.1512, 1.9043, 1.3041]],
  "forces_ev_per_a": [[-0.2, 1.3, -1.0], [6.4, -1.0, 0.0], [0.6, -0.9, 2.2], [-2.8, -0.1, -0.3], [2.5, -1.9, 0.1], [-1.6, -2.9, -2.2], [-3.6, -0.4, -1.5], [-0.1, 1.6, -0.4], [-0.1, 0.5, 0.2], [0.6, 1.0, 0.4], [-1.6, 0.1, 0.5], [0.0, 2.6, 2.0]]
}

No. 7
{
  "formula": "C3H6ClN3O2",
  "method": "ωB97M-V/def2-TZVPD",
  "charge": 2,
  "lumo_ev": -9.813,
  "e_homo_ev": -19.87,
  "orbital_gap_ev": 10.05,
  "elements": ["N", "C", "N", "C", "N", "O", "C", "O", "Cl", "H", "H", "H", "H", "H", "H"],
  "coordinates": [[-2.8483, 0.9987, -1.5429], [-1.9959, 0.2562, -1.2749], [-1.2925, -0.8553, -1.2532], [0.0382, -1.0519, -1.1463], [0.7398, -0.4237, -0.3253], [2.0579, -0.7706, -0.2325], [0.3328, 0.6644, 0.4358], [1.3954, 0.9658, 1.2007], [-0.1299, 2.0983, -0.6188], [-3.1701, 1.8483, -2.0111], [-1.6501, -1.6617, -1.8217], [0.5576, -1.9315, -1.6558], [2.4149, -0.2098, 0.5022], [-0.5170, 0.5992, 1.1451], [1.5134, 1.8685, 1.6470]],
  "forces_ev_per_a": [[1.5, -1.0, 0.6], [-2.1, 1.1, -1.7], [-1.0, -1.5, -1.4], [1.4, -2.4, -0.5], [2.6, -0.8, 0.1], [-0.4, -0.3, -0.5], [-1.2, 4.5, 3.0], [1.8, 1.5, 1.4], [0.5, -0.5, -0.1], [-0.4, -0.1, 0.2], [-0.7, 1.0, 0.5], [-1.0, 1.2, 0.5], [-0.1, 0.0, -0.1], [-0.2, -1.1, -1.0], [-0.8, -1.6, -1.0]]
}

No. 8
{
  "formula": "C3H6ClNO",
  "method": "ωB97M-V/def2-TZVPD",
  "charge": 0,
  "lumo_ev": [-0.998, -0.997],
  "e_homo_ev": [-9.40, -9.40],
  "orbital_gap_ev": [8.40, 8.40],
  "elements": ["C", "C", "C", "Cl", "N", "O", "H", "H", "H", "H", "H", "H"],
  "coordinates": [[-0.1915, 0.9951, 1.1120], [-0.1557, -0.1162, 0.0541], [0.9291, -0.4428, -0.8604], [-0.8034, -1.7197, 1.2145], [-1.4189, -0.1072, -0.7267], [-1.4621, -0.6830, -1.7853], [-1.2140, 1.0863, 1.5581], [0.2264, 2.0352, 0.7190], [0.4374, 0.7217, 1.9663], [1.7651, -0.8670, -0.3976], [0.6421, -1.3557, -1.4962], [1.2456, 0.4534, -1.3577]],
  "forces_ev_per_a": [[0.7, 1.4, -0.4], [-1.7, -1.4, 1.5], [0.3, -2.3, -0.4], [1.0, 1.5, -1.4], [-2.3, 0.3, -0.8], [0.7, 0.6, 1.4], [0.8, 0.1, -0.9], [-1.1, -2.2, 0.6], [0.1, 0.0, -0.4], [1.5, -0.1, 1.3], [0.0, 2.0, 0.3], [0.0, 0.3, -0.8]]
}